Here is C35H79BBr2ClN10O9P2S2 as an isolated structure from OMol25. Energies are from the ωB97M-V functional and the def2-TZVPD basis.

Cartesian coordinates (Å):
C -1.54 -2.06 0.23
C -0.74 -0.75 0.02
N 0.01 -0.61 -1.21
C -0.18 0.06 -2.45
P 0.09 -1.50 -3.58
N 0.11 -1.51 -5.13
O -1.18 -2.36 -3.01
O 1.40 -2.34 -3.05
C -1.66 0.65 -2.71
S -2.02 0.67 -4.58
B -2.93 -0.30 -2.20
C -3.96 -1.11 -3.11
O -3.20 -0.29 -0.86
C -1.91 2.17 -2.25
C -2.75 2.91 -3.35
N -3.24 4.22 -2.86
C -4.51 4.61 -3.49
P -3.14 2.73 -0.75
O -4.49 1.93 -1.35
Cl -2.75 1.64 1.06
C -0.62 3.08 -2.02
S -0.93 4.55 -0.88
C 0.81 2.44 -1.75
C 0.72 2.07 -0.23
C 1.58 1.27 0.79
N 2.38 0.08 0.49
C 1.75 3.69 -2.12
Br 1.49 4.54 -3.83
C 2.67 4.35 -1.36
C 3.13 4.11 0.06
Br 3.59 5.86 -2.05
N 0.97 1.20 -2.71
C 0.84 1.66 -4.13
C 2.42 0.60 -2.64
C 3.49 1.52 -2.05
C 2.98 -0.01 -3.95
C 3.97 0.82 -4.79
H -2.29 -2.24 -0.53
H -2.08 -1.89 1.18
H -0.87 -2.91 0.36
H 0.00 -0.80 0.84
H -1.38 0.09 0.28
H 0.86 -1.15 -1.13
H 0.97 -1.94 -5.48
H -1.40 -2.97 -3.72
H 1.20 -2.86 -2.24
H -1.98 -0.64 -4.81
H -4.61 -0.44 -3.69
H -4.60 -1.74 -2.48
H -3.46 -1.78 -3.83
H -4.15 -0.31 -0.68
H -3.65 2.34 -3.59
H -2.12 3.10 -4.24
H -2.55 4.93 -3.06
H -4.43 4.75 -4.58
H -4.84 5.56 -3.05
H -5.27 3.86 -3.27
H -5.20 2.05 -0.70
H -0.56 3.64 -2.96
H 0.32 4.71 -0.44
H -0.29 1.64 -0.12
H 0.58 3.02 0.30
H 2.16 1.97 1.41
H 0.82 0.94 1.52
H 2.18 -0.61 1.21
H 3.36 0.29 0.59
H 3.87 4.86 0.33
H 3.62 3.15 0.21
H 2.32 4.23 0.80
H 0.01 2.34 -4.26
H 0.67 0.80 -4.78
H 1.77 2.17 -4.42
H 2.44 -0.23 -1.93
H 4.40 0.90 -2.00
H 3.73 2.40 -2.65
H 3.25 1.82 -1.05
H 2.23 -0.42 -4.62
H 3.52 -0.92 -3.62
H 4.13 0.27 -5.73
H 3.62 1.82 -5.07
H 4.96 0.91 -4.32
C 1.78 -0.98 4.47
O 2.12 -1.58 3.45
N 0.52 -0.63 4.78
C 0.21 0.08 6.02
C -0.53 -0.97 3.84
H 2.51 -0.69 5.24
H -0.48 -0.50 6.62
H -0.23 1.04 5.79
H 1.13 0.22 6.59
H -0.52 -2.04 3.67
H -0.35 -0.48 2.88
H -1.50 -0.65 4.23
C 2.54 -3.95 0.36
O 1.86 -3.07 -0.17
N 3.83 -4.16 0.10
C 4.59 -5.19 0.77
C 4.48 -3.31 -0.89
H 2.12 -4.62 1.12
H 5.42 -4.75 1.32
H 4.99 -5.91 0.05
H 3.95 -5.72 1.47
H 4.43 -2.27 -0.58
H 3.99 -3.40 -1.86
H 5.52 -3.61 -0.98
C 2.23 -4.09 -6.24
O 2.74 -2.98 -6.20
N 2.26 -4.90 -7.31
C 1.62 -6.21 -7.30
C 2.96 -4.46 -8.50
H 1.67 -4.51 -5.38
H 2.36 -7.00 -7.47
H 0.86 -6.27 -8.07
H 1.15 -6.37 -6.33
H 4.01 -4.26 -8.28
H 2.51 -3.54 -8.88
H 2.89 -5.23 -9.26
C -3.66 0.39 6.27
O -2.72 0.93 5.71
N -4.93 0.85 6.21
C -6.02 0.19 6.90
C -5.19 2.05 5.44
H -3.55 -0.52 6.88
H -6.78 -0.14 6.19
H -6.48 0.85 7.63
H -5.64 -0.69 7.42
H -4.91 1.90 4.40
H -4.61 2.89 5.83
H -6.25 2.28 5.50
C 0.31 0.41 10.01
O 0.57 -0.18 8.98
N -0.93 0.84 10.35
C -1.19 1.54 11.59
C -2.02 0.60 9.42
H 1.07 0.64 10.77
H -1.91 1.00 12.20
H -1.58 2.54 11.39
H -0.26 1.63 12.15
H -2.14 -0.47 9.25
H -1.81 1.07 8.45
H -2.93 1.01 9.83

net charge = +1
LUMO energy = -0.055 Eh
gap between HOMO and LUMO = 8.31 eV

---

Here is a 6-piece molecular cluster, C35H79ClN7O6 overall from OMol25. Energies are from the ωB97M-V functional and the def2-TZVPD basis.

Cartesian coordinates (Å):
C 0.39 0.91 3.19
C 1.28 1.01 2.00
C 2.72 1.27 2.27
N 0.95 0.86 0.78
N -0.45 0.84 0.53
C -1.14 -0.33 0.48
Cl -0.26 -1.75 0.79
C -2.49 -0.36 0.19
C -3.14 0.84 -0.04
C -2.44 2.03 0.00
C -1.08 2.02 0.29
O -0.32 3.10 0.31
C -0.42 3.93 1.50
C -0.67 5.40 1.21
C -1.94 5.60 0.36
C 0.55 6.19 0.72
C 1.38 5.65 -0.46
C 0.58 5.29 -1.72
C 2.36 4.52 -0.05
H 0.50 1.79 3.82
H 0.72 0.05 3.78
H -0.67 0.81 2.97
H 3.25 0.32 2.38
H 2.80 1.79 3.22
H 3.17 1.87 1.49
H -3.00 -1.31 0.16
H -4.19 0.86 -0.29
H -2.94 2.96 -0.18
H 0.46 3.80 2.13
H -1.26 3.55 2.09
H -0.94 5.82 2.18
H -1.99 6.65 0.08
H -2.81 5.42 0.99
H -1.95 4.95 -0.51
H 0.23 7.20 0.46
H 1.23 6.28 1.57
H 2.02 6.47 -0.76
H -0.33 5.87 -1.82
H 0.39 4.22 -1.82
H 1.19 5.57 -2.57
H 3.38 4.82 -0.28
H 2.30 4.28 1.01
H 2.17 3.63 -0.65
C -1.39 -6.90 -1.52
C -1.34 -5.53 -0.85
C -2.27 -4.49 -1.49
O -1.80 -3.94 -2.71
C -2.07 -4.72 -3.87
N 0.06 -5.07 -0.83
H -0.86 -6.91 -2.47
H -0.92 -7.65 -0.88
H -2.42 -7.21 -1.69
H -1.67 -5.66 0.18
H -2.35 -3.64 -0.81
H -3.29 -4.89 -1.61
H -3.03 -5.24 -3.79
H -1.27 -5.44 -4.05
H -2.10 -4.04 -4.72
H 0.10 -4.20 -0.30
H 0.31 -4.80 -1.77
C -6.27 -3.75 3.79
C -6.80 -3.66 2.37
C -5.84 -4.23 1.31
O -4.75 -3.39 0.99
C -3.65 -3.46 1.89
N -7.17 -2.27 2.08
H -5.50 -3.00 3.99
H -7.07 -3.57 4.51
H -5.85 -4.73 4.00
H -7.72 -4.26 2.32
H -6.40 -4.35 0.38
H -5.49 -5.22 1.60
H -3.50 -4.47 2.28
H -3.76 -2.75 2.71
H -2.76 -3.17 1.33
H -7.62 -2.22 1.18
H -6.31 -1.74 1.96
C 3.44 -1.71 -0.16
C 4.85 -1.54 -0.72
C 5.00 -2.07 -2.16
O 5.09 -3.47 -2.26
C 3.85 -4.16 -2.26
N 5.80 -2.15 0.20
H 3.24 -2.74 0.13
H 3.32 -1.11 0.74
H 2.68 -1.39 -0.87
H 5.06 -0.46 -0.76
H 5.94 -1.68 -2.56
H 4.20 -1.68 -2.81
H 3.07 -3.59 -2.77
H 3.53 -4.40 -1.24
H 4.00 -5.10 -2.79
H 6.75 -1.96 -0.11
H 5.72 -3.16 0.11
C -1.53 -5.64 4.69
C -0.64 -5.01 3.62
C 0.86 -5.19 3.87
O 1.40 -4.33 4.86
C 1.24 -4.77 6.20
N -1.00 -3.60 3.47
H -1.54 -5.05 5.61
H -2.56 -5.71 4.34
H -1.19 -6.65 4.94
H -0.87 -5.52 2.67
H 1.39 -4.93 2.95
H 1.11 -6.23 4.10
H 1.31 -5.86 6.28
H 0.29 -4.43 6.62
H 2.04 -4.32 6.79
H -0.49 -3.20 2.69
H -0.63 -3.11 4.29
C 3.92 9.13 -6.55
C 2.92 7.99 -6.67
C 1.69 8.15 -5.77
O 1.91 7.86 -4.40
C 2.47 8.92 -3.64
N 3.62 6.72 -6.42
H 4.50 9.08 -5.63
H 4.62 9.10 -7.38
H 3.41 10.10 -6.59
H 2.56 7.97 -7.70
H 0.93 7.43 -6.09
H 1.24 9.15 -5.88
H 2.10 9.90 -3.98
H 3.56 8.91 -3.68
H 2.17 8.78 -2.60
H 2.99 5.95 -6.59
H 3.81 6.67 -5.42

net charge = +1
LUMO energy = -0.134 Eh
gap between HOMO and LUMO = 6.97 eV

---

Here is a 7-piece molecular cluster, C35H79INO15Si overall from OMol25. Energies are from the ωB97M-V functional and the def2-TZVPD basis.

Cartesian coordinates (Å):
C -4.61 1.62 1.16
C -4.55 0.15 0.57
C -3.76 -0.01 -0.78
I -4.49 1.42 -2.23
N -2.26 -0.02 -0.60
C -1.87 -1.36 -0.03
C -0.73 -1.12 1.07
C 0.39 -2.23 1.01
C 0.89 -2.71 2.43
C 1.71 -1.63 3.25
C 2.24 -0.40 2.41
C 3.15 0.63 3.26
C 3.94 1.51 2.22
Si 3.12 3.17 1.75
C 4.22 4.60 2.37
C 2.98 3.27 -0.17
C 1.37 3.45 2.47
C 0.17 3.17 1.64
C -1.19 3.41 2.12
C -1.45 3.95 3.46
C -0.28 4.22 4.29
C 1.09 3.98 3.81
C -1.51 0.31 -1.86
O -0.16 -0.14 -1.80
C 0.43 -0.12 -3.13
O 1.68 0.51 -3.15
C 2.73 -0.51 -3.13
C 4.12 0.21 -3.03
O 5.10 -0.66 -2.45
H -4.15 1.60 2.19
H -5.69 1.88 1.32
H -4.05 2.38 0.57
H -4.20 -0.55 1.38
H -5.61 -0.16 0.34
H -4.02 -1.02 -1.18
H -2.05 0.76 0.06
H -1.50 -2.04 -0.84
H -2.71 -1.86 0.51
H -1.15 -0.95 2.10
H -0.23 -0.16 0.73
H 1.25 -1.96 0.35
H -0.09 -3.14 0.53
H 0.03 -3.08 3.06
H 1.53 -3.62 2.26
H 1.06 -1.25 4.09
H 2.59 -2.16 3.72
H 1.43 0.23 1.96
H 2.84 -0.81 1.55
H 2.55 1.21 4.00
H 3.91 0.00 3.81
H 4.04 0.93 1.26
H 5.00 1.74 2.53
H 5.16 4.73 1.75
H 4.49 4.36 3.44
H 3.63 5.56 2.39
H 2.59 2.31 -0.61
H 3.96 3.54 -0.65
H 2.22 4.07 -0.42
H 0.30 2.77 0.61
H -2.04 3.19 1.42
H -2.49 4.15 3.79
H -0.47 4.66 5.31
H 1.94 4.24 4.49
H -1.47 1.42 -2.05
H -2.00 -0.24 -2.71
H -0.25 0.48 -3.80
H 0.51 -1.17 -3.52
H 2.68 -1.01 -4.14
H 2.52 -1.23 -2.30
H 3.97 1.17 -2.47
H 4.43 0.48 -4.08
H 5.95 -0.28 -2.72
C -5.23 -3.01 -4.63
C -4.20 -2.17 -5.37
O -3.52 -1.32 -4.44
O -6.15 -2.15 -3.95
H -5.79 -3.65 -5.31
H -4.74 -3.63 -3.87
H -4.69 -1.52 -6.10
H -3.47 -2.80 -5.89
H -2.96 -1.89 -3.89
H -5.63 -1.39 -3.64
C 3.38 3.87 -3.97
C 2.59 5.16 -4.14
O 3.11 5.89 -5.26
O 4.76 4.16 -3.79
H 3.02 3.31 -3.10
H 3.29 3.25 -4.87
H 2.72 5.80 -3.27
H 1.53 4.97 -4.30
H 2.87 5.40 -6.06
H 4.95 4.92 -4.36
C -7.35 -0.44 -7.56
C -8.12 0.85 -7.71
O -7.59 1.60 -8.81
O -5.97 -0.16 -7.35
H -7.71 -1.02 -6.70
H -7.43 -1.05 -8.46
H -8.01 1.47 -6.82
H -9.19 0.67 -7.88
H -7.83 1.13 -9.62
H -5.77 0.61 -7.91
C -0.77 -7.59 2.48
C 0.26 -6.75 1.75
O 0.94 -5.91 2.69
O -1.69 -6.75 3.16
H -1.33 -8.22 1.78
H -0.29 -8.23 3.23
H -0.23 -6.09 1.03
H 0.99 -7.37 1.23
H 1.49 -6.48 3.24
H -1.18 -6.00 3.48
C -2.01 -0.47 5.57
C -1.21 0.20 6.67
O -0.94 1.55 6.28
O -1.27 -0.40 4.36
H -2.21 -1.51 5.80
H -2.96 0.05 5.41
H -0.25 -0.29 6.80
H -1.75 0.19 7.62
H -1.78 2.03 6.30
H -0.82 0.47 4.38
C 6.06 -2.20 3.38
C 7.21 -1.27 3.73
O 7.94 -1.82 4.82
O 5.22 -2.38 4.51
H 5.46 -1.79 2.56
H 6.44 -3.19 3.09
H 6.83 -0.30 4.06
H 7.88 -1.12 2.88
H 8.41 -2.60 4.50
H 5.81 -2.40 5.28

net charge = +1
LUMO energy = -0.094 Eh
gap between HOMO and LUMO = 8.48 eV

---

Summary of max |F| in eV Å⁻¹
1.527; 1.049; 3.248
(order as listed above)